DFT (the ωB97M-V functional and the def2-TZVPD basis) results for C24H66CaF6O26S2 as an isolated structure at a distorted geometry.

Last column: Mulliken charge in e.
Positions of all 125 atoms, in Å:
Ca 3.555 -0.923 1.747  1.06
C -0.973 -0.243 0.325  -0.40
F -0.959 0.524 1.387  0.11
F -1.295 -1.443 0.742  0.09
F -1.908 0.155 -0.558  -0.04
S 0.748 -0.349 -0.553  -0.25
O 1.770 -0.761 0.479  1.05
O 0.553 -1.344 -1.628  0.09
O 1.054 1.002 -1.071  -0.34
C -0.301 -3.158 3.991  0.52
F -1.034 -2.824 2.937  -0.21
F -1.203 -3.142 4.985  -0.22
F 0.279 -4.357 3.822  -0.21
S 0.993 -1.740 4.309  1.18
O 0.315 -0.447 4.475  -0.87
O 1.745 -2.172 5.502  -0.71
O 1.868 -1.660 3.108  -1.22
C 1.984 -2.903 -4.092  -0.60
C 0.905 -2.119 -4.856  -0.49
O -0.288 -2.058 -4.046  -0.54
O 2.674 -1.964 -3.278  -0.43
H 2.631 -3.244 -4.900  0.41
H 1.714 -3.841 -3.606  0.26
H 0.565 -2.866 -5.573  0.39
H 1.175 -1.313 -5.539  0.21
H -0.015 -1.751 -3.178  0.52
H 2.215 -2.014 -2.436  0.04
C -5.910 2.350 -0.455  -0.66
C -4.378 2.394 -0.413  0.79
O -3.962 3.781 -0.523  -0.72
O -6.304 0.987 -0.384  -0.52
H -6.310 2.827 -1.350  0.40
H -6.319 2.814 0.443  0.27
H -3.928 1.815 -1.219  -0.04
H -3.885 1.908 0.428  -0.23
H -3.073 3.867 -0.173  0.28
H -6.821 0.771 -1.163  0.25
C 3.956 1.747 -3.125  0.67
C 4.831 0.470 -3.207  0.12
O 4.437 -0.342 -4.312  -0.67
O 4.379 2.708 -4.083  -0.63
H 4.016 2.164 -2.120  -0.21
H 2.936 1.443 -3.361  -0.09
H 4.669 -0.197 -2.360  -0.42
H 5.880 0.760 -3.273  0.35
H 3.670 -0.853 -4.043  0.51
H 3.919 2.419 -4.875  0.37
C 3.768 2.149 0.786  0.39
C 3.307 2.214 2.240  -0.98
O 2.471 1.099 2.545  -0.06
O 4.493 0.960 0.654  -0.36
H 4.360 3.042 0.586  0.60
H 2.961 2.092 0.056  -0.58
H 2.663 3.068 2.447  0.55
H 4.125 2.186 2.960  0.38
H 2.134 1.188 3.440  0.03
H 5.328 1.151 0.219  0.18
C -0.874 3.701 0.183  0.08
C 0.541 3.833 0.843  0.96
O 0.772 5.184 1.197  -0.62
O -1.902 3.947 1.138  -0.54
H -1.110 2.689 -0.147  -0.43
H -1.043 4.408 -0.629  0.45
H 1.304 3.511 0.134  -0.12
H 0.536 3.210 1.737  -0.23
H 0.296 5.807 0.643  0.38
H -1.728 4.821 1.493  0.34
C -2.706 3.248 4.742  -0.58
C -1.991 1.891 4.488  0.45
O -0.573 1.927 4.854  -0.66
O -2.708 3.581 6.078  -0.59
H -3.747 3.228 4.421  0.31
H -2.260 4.123 4.268  0.23
H -2.083 1.694 3.420  -0.27
H -2.481 1.096 5.049  0.31
H -0.234 1.057 4.631  0.70
H -1.799 3.478 6.370  0.34
C 6.452 -1.653 0.244  -0.60
C 5.396 -2.694 -0.259  -0.70
O 4.122 -2.153 -0.251  0.42
O 6.073 -1.070 1.462  -0.52
H 6.632 -0.908 -0.531  0.29
H 7.425 -2.130 0.362  0.51
H 5.374 -3.489 0.487  0.46
H 5.691 -3.134 -1.211  0.36
H 3.528 -2.801 -0.636  -0.27
H 6.794 -0.492 1.724  0.28
C -0.697 2.105 -3.707  0.21
C -1.923 3.094 -3.649  -0.60
O -1.809 4.139 -4.640  -0.60
O 0.453 2.673 -3.104  -0.58
H -0.365 2.027 -4.743  0.20
H -0.962 1.155 -3.243  0.05
H -2.168 3.431 -2.642  0.27
H -2.853 2.589 -3.911  0.34
H -1.053 4.651 -4.345  0.35
H 0.750 2.086 -2.405  0.24
C -4.945 -1.561 3.780  -0.20
C -4.709 -1.115 2.346  0.07
O -5.838 -1.092 1.485  -0.58
O -5.491 -0.464 4.530  -0.55
H -3.942 -1.716 4.177  0.10
H -5.626 -2.404 3.901  0.32
H -4.017 -1.830 1.901  -0.16
H -4.243 -0.129 2.331  0.25
H -5.941 -0.213 1.113  0.45
H -6.139 0.045 4.038  0.29
C 0.834 -4.180 0.298  -0.04
C 2.016 -5.005 -0.119  -0.67
O 2.788 -4.454 -1.182  -0.42
H 0.275 -3.813 -0.563  -0.05
H 1.156 -3.276 0.816  -0.39
H 0.188 -4.764 0.953  0.51
H 1.647 -5.973 -0.456  0.44
H 2.637 -5.173 0.761  0.33
H 3.485 -5.094 -1.345  0.23
C -3.266 -2.568 -1.335  -0.13
C -4.351 -3.390 -2.100  -0.59
O -3.782 -4.211 -3.069  -0.54
H -2.953 -1.645 -1.824  0.25
H -2.328 -3.123 -1.347  0.29
H -3.475 -2.297 -0.300  -0.17
H -5.133 -2.786 -2.558  0.27
H -4.788 -4.033 -1.336  0.33
H -3.313 -3.628 -3.671  0.32

- total charge = 0
- orbital gap (hartree) = 0.3031